# 1
{"formula": "C20H38EuNO3P2Si", "method": "wB97M-V/def2-TZVPD", "elements": ["H", "C", "C", "P", "H", "H", "C", "C", "H", "H", "H", "H", "H", "H", "H", "C", "C", "H", "C", "H", "Si", "H", "C", "H", "H", "C", "H", "O", "H", "H", "H", "C", "H", "H", "C", "H", "C", "C", "H", "H", "H", "H", "C", "H", "C", "H", "H", "C", "H", "H", "Eu", "O", "P", "H", "H", "N", "H", "H", "O", "H", "C", "C", "C", "C", "H", "H"], "xyz": [[-2.742, 0.638, 2.960], [-3.903, 0.965, -0.194], [3.823, 0.818, 1.776], [-2.548, 0.312, -1.260], [-4.727, 1.282, -0.846], [0.143, 1.109, 5.094], [-3.617, -0.566, -2.457], [0.033, -3.188, -0.222], [-2.965, -1.154, -3.106], [4.288, -0.174, 1.711], [2.551, 3.381, 0.982], [-4.159, 0.149, -3.078], [-2.752, 2.194, -2.874], [4.751, 1.092, -1.369], [0.395, 5.658, -2.526], [0.993, 2.985, -0.519], [-0.179, -5.839, 0.500], [-0.072, 2.086, 3.661], [0.225, -1.971, 3.625], [1.311, -1.979, 3.756], [-0.425, -0.307, 3.052], [1.792, -6.073, -0.349], [0.269, 4.681, -2.065], [1.936, 4.902, -0.658], [-4.287, 0.166, 0.455], [4.279, 1.888, -0.776], [1.248, 2.251, 1.517], [0.925, 1.920, -6.170], [-0.251, -6.881, 0.829], [-3.542, 1.802, 0.418], [3.906, 2.665, -1.455], [-2.016, 1.731, -2.201], [0.242, 1.453, -6.676], [2.445, -1.294, 0.818], [-2.292, -0.275, 3.372], [3.139, 0.826, 2.634], [-1.231, -4.952, 0.758], [1.145, 4.267, -1.058], [-2.798, -1.141, 2.924], [0.425, 2.537, -5.632], [1.894, -3.687, -1.197], [-0.200, -2.283, 4.585], [1.046, -4.030, -0.596], [-4.304, -1.216, -1.900], [0.967, -5.385, -0.167], [-2.549, -0.280, 4.440], [-0.892, -1.564, -3.557], [0.340, 1.132, 4.014], [4.602, 1.578, 1.920], [2.438, -1.934, 0.440], [0.468, -0.601, -0.561], [-0.105, -0.111, 1.481], [2.940, 1.108, 0.196], [-0.023, -2.771, 2.918], [-1.452, 4.082, -3.256], [0.070, 2.112, -0.962], [-1.922, -2.875, 0.661], [-1.440, -2.833, -2.908], [-1.051, -1.973, -2.704], [1.427, 1.211, 3.898], [-0.896, 2.541, -1.858], [-0.757, 3.833, -2.454], [-1.116, -3.578, 0.416], [1.881, 2.563, 0.662], [-2.147, -5.315, 1.230], [5.027, 2.310, -0.094]], "forces_ev_per_a": [[0.1, -0.2, -0.1], [-0.2, -0.2, 0.2], [0.2, -0.4, 0.0], [0.5, 0.6, 0.0], [0.2, 0.2, 0.2], [0.0, -0.2, -0.1], [0.2, -0.2, -0.2], [-0.3, 0.2, 0.4], [-0.5, 0.1, 0.1], [0.1, 0.3, 0.2], [-0.3, -0.2, -0.2], [-0.2, 0.0, 0.2], [0.3, -0.2, 0.2], [0.0, 0.4, 0.1], [-0.1, -0.2, 0.0], [-0.1, 1.1, 0.0], [0.1, 0.5, -0.2], [0.0, -0.1, -0.1], [0.1, -0.3, 0.3], [0.0, 0.0, -0.1], [-0.5, 0.2, 0.0], [-0.1, 0.1, -0.1], [-0.8, -0.6, -0.6], [-0.3, -0.1, -0.2], [0.1, 0.2, 0.0], [0.3, -0.3, -0.2], [0.2, 0.1, -0.3], [-0.3, -0.4, -0.3], [0.0, 0.4, -0.2], [-0.1, -0.3, -0.2], [-0.1, -0.2, 0.1], [0.5, 0.1, 0.2], [0.3, 0.2, 0.2], [0.1, -0.1, 0.1], [-0.1, 0.1, 0.1], [0.1, -0.1, -0.3], [0.0, 0.6, -0.1], [0.5, -0.6, 1.0], [0.1, 0.2, 0.0], [0.0, 0.2, 0.2], [-0.1, -0.3, 0.2], [0.0, 0.1, 0.0], [0.0, -1.2, -0.1], [0.1, 0.1, -0.3], [-0.1, 0.7, 0.0], [0.2, -0.1, -0.1], [0.0, 0.2, -0.3], [0.0, 0.1, 0.2], [-0.2, -0.2, 0.0], [0.0, -0.4, 0.1], [-1.8, 0.8, 0.6], [0.7, -0.3, -0.8], [-0.6, 0.9, 0.4], [0.0, 0.2, 0.0], [0.2, 0.1, 0.3], [0.1, -0.6, 0.2], [0.3, -0.3, -0.1], [0.2, 0.0, 0.2], [0.8, -0.3, 0.0], [-0.1, -0.1, 0.0], [-0.5, -0.5, -0.2], [0.8, 0.7, -0.1], [-0.1, -0.5, 0.2], [0.1, -0.3, -0.6], [0.2, 0.1, 0.0], [-0.2, 0.0, -0.3]], "mulliken_spin": [0.000, 0.002, -0.001, -0.008, 0.000, 0.000, 0.000, 0.535, 0.001, 0.001, 0.000, 0.000, 0.001, 0.000, 0.000, 0.008, -0.020, 0.000, 0.001, 0.000, -0.003, 0.008, 0.002, -0.002, 0.000, -0.001, 0.002, 0.000, 0.001, 0.000, 0.000, 0.024, 0.000, 0.015, 0.000, 0.000, 0.038, -0.017, 0.000, 0.000, 0.017, 0.000, -0.060, 0.000, 0.041, 0.000, 0.002, 0.000, 0.000, -0.009, 5.442, -0.008, 0.000, 0.001, -0.002, -0.001, 0.013, -0.001, 0.001, 0.000, -0.008, -0.010, -0.015, 0.002, 0.008, 0.000], "multiplicity": 7, "s2": 12.0316, "homo_lumo_gap_ev": [5.71, 4.78], "lumo_ev": [-0.24, -1.12], "de_lowest_kj_mol": 0.00}

# 2
{"formula": "C20H38NO2P3Pt", "method": "wB97M-V/def2-TZVPD", "elements": ["C", "H", "C", "H", "Pt", "C", "C", "P", "C", "C", "H", "H", "C", "H", "H", "H", "H", "H", "P", "H", "O", "H", "H", "H", "H", "H", "H", "H", "C", "C", "N", "C", "O", "H", "H", "H", "C", "C", "H", "H", "H", "H", "H", "C", "H", "C", "H", "C", "C", "H", "C", "C", "C", "H", "H", "H", "C", "P", "H", "H", "H", "H", "H", "H", "H"], "xyz": [[-1.649, -2.091, -0.722], [-1.799, 4.790, 1.320], [-1.178, 0.786, 1.854], [-0.209, 4.146, 0.858], [0.019, -2.985, -0.089], [-0.587, -4.085, -1.701], [-3.550, 2.041, 3.038], [-0.468, 0.748, -3.675], [0.369, 0.893, -2.061], [-0.969, -2.720, -1.804], [-2.074, -1.036, -3.238], [0.382, 2.782, -4.674], [5.079, -1.829, 3.116], [-4.643, 1.964, 3.162], [-3.334, 2.839, 2.311], [-2.175, -2.256, 1.379], [6.087, -1.436, 3.309], [-2.425, 5.131, -1.057], [4.272, -1.032, 1.675], [-0.594, 5.849, 0.569], [-0.120, 1.067, 1.446], [-0.391, -5.791, -0.353], [-1.103, 3.076, -3.718], [-2.157, -1.582, 3.477], [-0.618, -2.112, -2.633], [5.140, -2.913, 2.921], [-1.874, -1.018, -0.768], [-1.657, -4.742, 1.489], [-2.107, 0.044, -3.439], [-3.852, -0.158, 1.067], [-2.460, 2.008, -0.901], [5.613, -1.226, 0.454], [0.896, 1.046, -1.033], [3.644, 1.289, 1.301], [3.757, 0.944, 3.006], [5.848, -2.296, 0.333], [-1.007, 4.835, 0.563], [-2.733, -0.697, 3.782], [6.522, -0.678, 0.739], [-2.709, 0.197, -4.349], [-3.628, -1.212, 0.857], [-3.113, 2.317, 4.012], [-4.924, -0.094, 1.305], [-1.579, 4.469, -0.813], [-2.603, 0.547, -2.595], [-1.876, -2.811, 0.498], [-2.217, -0.207, 4.620], [-0.862, -4.818, -0.507], [-1.570, -4.199, 0.555], [4.430, -1.728, 4.001], [-0.609, 2.383, -4.415], [4.244, 0.749, 2.045], [0.597, -0.340, -4.633], [5.258, 1.150, 2.056], [-1.212, 2.328, -5.336], [-3.645, 0.436, 0.164], [-2.049, 3.096, -0.868], [-2.880, 0.483, 2.435], [1.620, 0.064, -4.635], [-0.824, 4.624, -1.601], [0.238, -0.397, -5.672], [0.621, -1.355, -4.210], [0.084, -4.519, -2.437], [-3.729, -1.018, 4.121], [5.236, -0.889, -0.526]], "forces_ev_per_a": [[-2.1, 1.9, -1.3], [0.2, 0.1, -0.1], [-1.7, -1.1, 0.0], [-0.1, 0.1, -0.1], [10.3, 2.4, 4.6], [-0.1, -0.9, -1.5], [-0.4, 0.2, 0.1], [0.6, 0.6, 0.8], [-1.3, -0.9, -1.6], [-1.7, 0.8, -2.9], [0.1, 0.5, -0.2], [-0.2, -0.2, 0.1], [-1.7, -1.1, 0.4], [0.3, 0.0, 0.0], [-0.1, -0.3, 0.2], [-0.1, -0.4, -0.1], [-0.3, 0.2, -0.3], [0.2, -0.3, 0.0], [3.8, 0.9, 1.2], [-0.2, -0.2, -0.2], [0.0, 0.2, 0.4], [-0.5, 0.1, -0.2], [0.1, -0.3, -0.2], [-0.2, 0.3, 0.1], [-0.4, -0.5, 0.0], [0.2, 0.4, 0.0], [0.1, -0.5, 0.0], [-0.3, 0.0, -0.1], [-0.3, -0.1, 0.2], [0.0, -0.1, -0.5], [0.8, 1.3, 0.1], [-1.2, -0.8, -1.4], [0.4, 0.2, 0.0], [0.3, 0.0, 0.0], [0.2, -0.2, 0.0], [0.0, 0.4, 0.2], [0.0, -0.2, 0.4], [0.4, -0.1, 0.2], [-0.4, 0.1, 0.2], [0.3, 0.1, 0.1], [-0.2, 0.5, 0.2], [0.0, -0.2, -0.4], [0.3, 0.2, 0.1], [0.2, 0.8, -0.2], [0.1, 0.0, -0.4], [-2.2, -0.4, 0.1], [-0.1, -0.2, -0.1], [-1.1, -1.8, 0.0], [-1.1, -1.8, 1.4], [0.4, 0.1, -0.1], [-0.1, 0.2, -0.3], [-1.6, 0.2, -0.1], [0.4, -0.1, 0.1], [0.2, -0.3, -0.1], [0.1, -0.1, 0.2], [-0.2, -0.1, 0.4], [-0.7, -1.3, -0.1], [0.9, 0.9, 0.2], [-0.3, -0.1, -0.1], [-0.2, -0.1, 0.2], [0.0, 0.1, 0.3], [-0.1, 0.4, -0.1], [-0.3, 0.0, 0.0], [0.2, 0.2, -0.2], [0.5, 0.1, 0.2]], "mulliken_spin": [0.064, 0.000, 0.554, 0.001, 0.609, 0.117, 0.058, 0.131, 0.520, -0.012, -0.011, -0.004, 0.060, 0.012, -0.006, 0.043, 0.036, 0.000, 0.722, 0.000, 0.228, 0.014, -0.004, 0.003, 0.000, 0.001, -0.012, -0.003, 0.051, 0.050, 0.006, 0.050, 0.238, 0.003, -0.003, -0.002, 0.000, 0.010, 0.032, 0.002, -0.014, -0.003, 0.000, -0.006, -0.015, 0.079, -0.002, 0.058, 0.018, -0.001, 0.059, 0.060, 0.014, 0.036, 0.010, -0.018, 0.000, 0.126, -0.003, 0.001, 0.001, 0.002, 0.034, 0.001, 0.002], "multiplicity": 5, "s2": 6.0094, "homo_lumo_gap_ev": [6.05, 5.88], "lumo_ev": [-11.89, -13.70], "de_lowest_kj_mol": 289.12, "total_charge": 4}

# 3
{"formula": "C20H38NO3", "method": "wB97M-V/def2-TZVPD", "elements": ["C", "H", "H", "H", "H", "C", "H", "C", "H", "C", "H", "H", "C", "O", "C", "H", "H", "N", "C", "H", "C", "H", "H", "C", "H", "C", "H", "O", "H", "H", "H", "C", "H", "H", "H", "H", "H", "H", "C", "H", "C", "H", "H", "H", "H", "C", "C", "C", "H", "H", "C", "C", "H", "O", "H", "H", "C", "H", "H", "C", "H", "H"], "xyz": [[-2.226, 0.818, -3.565], [-0.822, 0.071, 3.025], [0.922, 0.583, 4.095], [-0.713, 1.688, -4.811], [5.340, 4.273, -1.778], [-3.132, 0.047, -1.263], [1.332, 0.248, 0.148], [-0.086, -1.136, 1.686], [2.564, 1.835, 3.366], [0.377, 0.745, -3.203], [3.706, 3.714, -2.127], [1.215, 1.261, -3.679], [1.195, 0.211, 3.108], [4.229, 3.671, -0.092], [-4.177, -0.872, 0.901], [2.268, 2.033, -1.890], [2.142, -2.533, 0.916], [-0.079, 0.141, 2.332], [1.699, -1.253, 3.272], [-0.764, -0.064, -4.853], [1.932, 1.157, 0.042], [1.223, 2.965, -0.814], [2.562, 2.821, 1.175], [-3.961, -1.062, -0.615], [-3.476, -0.123, 1.278], [1.425, -3.108, 1.504], [0.692, -0.296, -3.098], [1.547, -5.077, 2.858], [-4.428, -2.085, 2.703], [3.236, -4.212, 2.219], [-0.588, 2.169, -1.889], [-0.821, 0.799, -4.184], [3.165, 0.597, 2.292], [-4.941, -1.120, -1.096], [-0.207, 0.617, -1.151], [-2.340, 0.331, -0.572], [-3.763, 0.934, -1.396], [2.732, -1.360, 2.940], [0.166, 1.385, -1.828], [4.968, 2.559, -1.703], [-2.531, -0.358, -2.618], [-3.446, -2.015, -0.761], [0.864, 2.390, 1.433], [-2.940, 0.803, -4.395], [-2.385, 1.770, -3.055], [-4.011, -2.166, 1.697], [2.132, -4.213, 2.240], [2.274, 1.177, 2.546], [-2.955, -2.424, 1.796], [-4.497, -3.003, 1.192], [1.872, 1.981, 1.321], [1.450, 1.963, -1.177], [0.045, -2.678, 3.133], [-0.637, -1.360, 0.634], [-5.176, -0.472, 1.097], [0.689, -3.564, 0.842], [0.744, -2.149, 2.484], [-3.231, -1.049, -3.091], [-1.599, -0.888, -2.412], [4.551, 3.565, -1.388], [1.701, -1.523, 4.330], [2.971, 0.846, -0.103]], "forces_ev_per_a": [[0.1, -0.1, -0.1], [-0.3, 0.4, -0.3], [0.0, 0.0, 0.0], [-0.1, 0.0, 0.0], [-0.1, 0.1, 0.2], [-0.2, 0.1, -0.1], [0.0, 0.0, -0.1], [-0.3, 0.0, -0.7], [0.0, 0.1, -0.1], [-0.1, 0.2, -0.3], [0.0, 0.1, 0.1], [0.0, -0.1, -0.1], [0.1, 0.0, 0.3], [-0.1, 0.0, 0.0], [-0.1, 0.0, 0.0], [-0.1, 0.2, -0.1], [0.0, 0.0, -0.1], [0.4, -0.7, 0.3], [-0.1, -0.1, 0.6], [0.1, 0.0, -0.1], [0.2, 0.0, -0.1], [0.3, 0.1, -0.2], [0.1, -0.1, 0.0], [0.2, 0.1, 0.4], [0.0, 0.0, 0.0], [0.1, -0.1, 0.3], [0.1, 0.0, 0.2], [0.3, 0.4, -0.3], [0.0, 0.0, 0.0], [0.1, 0.0, 0.0], [-0.1, 0.0, -0.1], [0.0, 0.0, 0.2], [0.0, 0.1, 0.0], [0.1, -0.2, -0.2], [-0.4, 0.1, 0.0], [0.1, 0.0, 0.0], [0.0, 0.0, 0.0], [0.0, 0.1, -0.2], [0.4, -0.1, 0.1], [-0.1, 0.0, 0.1], [0.0, 0.3, 0.3], [0.0, 0.0, -0.1], [0.0, 0.0, 0.1], [-0.1, 0.1, 0.0], [0.0, 0.0, 0.1], [0.1, 0.0, 0.0], [-0.3, -0.4, 0.4], [-0.3, -0.2, 0.0], [0.0, 0.0, -0.1], [-0.1, 0.0, 0.0], [0.1, 0.2, -0.1], [-0.4, -0.4, 0.2], [0.0, -0.1, 0.0], [0.0, 0.0, 0.8], [0.0, 0.1, -0.1], [-0.1, 0.1, 0.0], [0.2, 0.5, -0.8], [0.1, -0.1, -0.1], [-0.1, -0.2, -0.1], [0.1, -0.2, -0.4], [0.0, -0.1, 0.0], [0.0, 0.0, 0.0]], "mulliken_charge": [-0.857, 0.387, 0.719, 0.370, 0.302, -0.359, -0.202, -0.231, 0.450, -0.681, 0.060, 0.413, 0.377, -0.811, -0.333, 0.082, 0.331, -0.273, -1.393, 0.287, -0.183, 0.260, 0.481, -0.844, 0.247, -0.779, 0.363, -0.501, 0.378, 0.353, 0.352, -1.019, 0.327, 0.422, -0.771, -0.026, 0.417, 0.501, 0.948, 0.135, -0.544, 0.358, 0.432, 0.453, 0.374, -1.206, -0.122, -1.517, 0.121, 0.383, -0.764, -0.916, 0.541, -0.541, 0.468, 0.344, 0.595, 0.605, 0.195, -0.617, 0.221, 0.442], "homo_lumo_gap_ev": 4.82, "lumo_ev": 2.38, "total_charge": -1}

# 4
{"formula": "C20H39N2O2P2ReSi", "method": "wB97M-V/def2-TZVPD", "elements": ["O", "H", "H", "H", "H", "H", "P", "H", "H", "H", "H", "H", "N", "C", "C", "C", "H", "H", "C", "C", "C", "Si", "Re", "C", "P", "H", "H", "H", "C", "H", "H", "H", "C", "C", "C", "C", "C", "H", "H", "H", "H", "N", "H", "H", "C", "C", "H", "C", "H", "H", "H", "C", "H", "O", "H", "H", "C", "H", "C", "H", "H", "H", "H", "H", "H", "C", "H"], "xyz": [[-0.629, -3.792, -4.600], [-1.558, -2.253, 2.054], [2.907, -1.581, 0.831], [-0.646, 2.078, -0.018], [-4.300, 0.426, -0.963], [-3.554, 0.441, 0.674], [-1.965, -0.229, -1.044], [2.734, 2.180, 1.914], [-3.218, 1.767, -0.475], [3.925, 0.247, -0.178], [0.821, -4.973, -0.129], [2.247, 0.326, 4.523], [-0.047, 1.484, -2.390], [1.786, 2.988, -1.772], [2.963, -1.069, 1.801], [-0.978, 0.956, -3.289], [-1.654, -2.629, -1.038], [-1.166, 2.020, 2.449], [-2.510, -1.960, -0.887], [-3.234, -1.239, 3.004], [-1.915, 0.041, -2.799], [1.280, -0.805, 2.563], [0.071, 0.583, -0.301], [0.891, 2.817, -4.128], [2.029, 1.776, -0.376], [3.509, -1.740, 2.484], [0.477, 0.395, 4.577], [-0.152, -2.485, 3.759], [1.347, 0.485, 3.911], [0.247, -3.625, -4.987], [1.426, 3.932, -1.331], [-1.115, -4.206, -5.317], [-1.999, -1.303, 2.366], [0.827, 2.422, -2.790], [2.525, 2.813, 1.042], [-1.769, 1.119, 2.610], [3.628, 1.034, -0.879], [3.558, -0.151, 1.717], [-1.576, 0.815, -5.342], [1.716, 3.513, 1.290], [-3.268, -2.150, -1.659], [-0.002, -0.177, 1.398], [1.372, 1.511, 3.526], [0.297, -0.853, -1.238], [-3.025, 1.168, 3.217], [-3.408, 0.692, -0.384], [4.390, 1.826, -0.888], [-0.872, 1.300, -4.668], [-2.519, -0.533, -3.503], [2.762, 3.180, -2.238], [-3.422, 2.128, 3.547], [0.064, 2.224, -5.084], [0.842, -3.252, 2.477], [1.688, -4.931, 0.310], [-3.789, -2.160, 3.184], [1.136, -0.225, -1.289], [-3.756, -0.007, 3.411], [1.661, 3.530, -4.405], [-1.270, -0.115, 2.142], [3.530, 0.610, -1.886], [-4.730, 0.030, 3.902], [3.431, 3.379, 0.782], [0.157, 2.482, -6.138], [2.316, -4.925, -0.419], [1.587, -2.735, 4.004], [0.823, -2.474, 3.255], [-2.924, -2.139, 0.111]], "forces_ev_per_a": [[0.6, 0.3, -0.2], [-0.3, 0.3, 0.0], [0.0, 0.1, 0.2], [-0.3, 0.4, 0.4], [0.0, 0.1, 0.2], [0.1, 0.0, -0.3], [-2.1, 0.0, 0.9], [-0.1, 0.2, -0.3], [0.0, -0.3, 0.0], [0.0, 0.2, -0.3], [0.4, -0.1, 0.3], [-0.2, 0.1, -0.1], [-0.4, 0.2, -0.3], [0.2, -0.3, 0.3], [0.2, 0.0, -0.1], [1.3, 0.6, -0.4], [-0.2, 0.1, 0.0], [-0.3, -0.4, 0.1], [0.2, -0.1, -0.2], [0.0, 0.1, 0.0], [0.0, 0.0, -0.5], [-0.7, 0.2, -0.4], [0.3, 0.8, -3.8], [0.2, -0.1, -0.3], [1.5, 1.7, 0.2], [-0.2, 0.2, -0.2], [0.2, 0.1, -0.2], [0.3, 0.0, -0.1], [0.1, 0.0, 0.3], [-0.4, -0.1, 0.3], [-0.1, -0.3, -0.2], [-0.2, -0.1, -0.1], [0.3, 0.6, -0.1], [-0.5, -0.5, 0.0], [0.2, 0.3, -0.2], [0.0, -0.5, -0.2], [-0.1, 0.0, 0.0], [-0.1, -0.2, 0.0], [0.3, 0.2, 0.0], [0.2, -0.3, 0.0], [0.1, -0.1, 0.3], [0.0, -2.0, 4.7], [0.0, -0.2, 0.1], [0.2, -0.3, -0.1], [0.3, -0.1, 0.0], [-0.3, -0.1, -0.6], [-0.1, -0.2, 0.0], [-0.5, -0.2, 0.6], [0.0, 0.2, 0.2], [-0.3, 0.1, 0.1], [0.1, -0.3, 0.0], [0.1, 0.1, 0.2], [0.0, 0.2, 0.2], [-0.5, 0.1, -0.3], [0.1, 0.3, 0.0], [0.6, -1.0, -0.1], [0.0, 0.0, 0.0], [-0.2, 0.0, -0.1], [0.2, 0.1, -0.2], [0.0, 0.0, 0.2], [0.3, 0.0, -0.2], [-0.2, -0.1, 0.2], [0.0, 0.0, 0.3], [0.1, -0.1, 0.0], [-0.2, 0.0, -0.2], [-0.1, -0.1, 0.2], [0.0, 0.1, -0.3]], "mulliken_spin": [0.000, -0.012, -0.005, 0.062, 0.000, -0.002, 0.032, -0.004, 0.003, -0.001, 0.000, 0.000, 0.109, 0.004, 0.014, -0.019, 0.006, -0.008, 0.038, 0.003, 0.467, -0.008, 1.523, 0.177, -0.014, 0.001, 0.000, -0.002, 0.010, 0.000, 0.002, 0.000, -0.018, -0.011, 0.022, -0.016, 0.008, -0.003, 0.005, 0.005, 0.002, 0.328, 0.000, 0.036, 0.004, 0.062, 0.001, 0.195, -0.010, -0.003, 0.000, -0.049, -0.005, 0.000, 0.001, 0.012, 0.004, 0.005, 0.027, 0.006, 0.000, 0.002, 0.000, 0.000, 0.001, 0.017, -0.005], "multiplicity": 4, "s2": 3.7952, "homo_lumo_gap_ev": [6.72, 6.31], "lumo_ev": [-2.36, -4.74], "total_charge": 1}

Number 1: electronic energy -2747.753701 hartree. Number 2: electronic energy -2131.659532 hartree. Number 3: electronic energy -1065.291873 hartree. Number 4: electronic energy -2095.732972 hartree.